This record from the OMol25 dataset describes an isolated molecule of C26H35N3O6S at a distorted geometry. The level of theory is wB97M-V/def2-TZVPD.

Each line ends with the Mulliken charge.
Cartesian coordinates (Å):
C1 3.75811 -2.71922 2.40568  -1.4511
C2 3.56778 -1.50500 1.50748  0.4220
H1 4.44072 -0.84591 1.57461  0.3174
H2 2.67635 -0.93964 1.79772  -0.0725
O1 3.41678 -1.98339 0.17751  -0.5426
C3 2.81591 -1.19887 -0.75819  0.4279
C4 2.16384 -1.88012 -1.77832  -0.4416
C5 1.50721 -1.22650 -2.80409  -0.9414
C6 1.48660 0.15777 -2.80333  -0.5863
C7 2.16656 0.86112 -1.81051  0.2497
C8 2.84463 0.21169 -0.79149  0.6794
O2 3.58063 0.85231 0.16073  -0.4578
C9 3.51749 2.25690 0.29829  -0.6676
C10 2.20336 2.76193 0.88914  -0.4887
H3 1.38999 2.69631 0.17161  -0.0885
H4 2.31908 3.79967 1.19120  0.4921
H5 1.93314 2.16414 1.75630  0.1553
H6 4.33750 2.48064 0.98774  0.4297
H7 3.73212 2.75073 -0.65892  0.3395
H8 2.14687 1.93964 -1.84973  0.4424
N1 0.74555 0.92511 -3.72052  -0.1334
C11 -0.27493 0.51082 -4.50557  0.5444
O3 -0.50456 -0.63132 -4.84388  -0.6211
C12 -1.25913 1.65756 -4.80209  -1.0383
N2 -2.02051 1.80615 -3.56639  0.1305
C13 -1.48029 2.54550 -2.57520  0.5785
O4 -0.53809 3.30233 -2.76358  -0.7246
C14 -2.00840 2.32077 -1.19177  -0.8350
C15 -1.24098 1.48798 -0.38364  -0.5757
C16 -1.61371 1.25181 0.92267  0.2304
C17 -2.75644 1.82535 1.46926  0.9221
C18 -3.50145 2.67473 0.65551  -1.0200
C19 -3.13566 2.92784 -0.65616  -0.1770
H9 -3.72688 3.59620 -1.26448  0.5186
H10 -4.38492 3.14750 1.05872  0.4342
C20 -3.16772 1.52766 2.87113  -1.6719
H11 -2.32114 1.66275 3.53999  0.2927
H12 -3.98927 2.16829 3.18100  0.5012
H13 -3.47612 0.48579 2.94836  0.2603
S1 -0.54484 0.17624 1.88177  1.4165
O5 0.58548 -0.16261 1.06191  -0.1248
O6 -0.26651 0.76884 3.15958  -0.8721
N3 -1.57084 -1.12711 2.12499  0.1182
C21 -1.70298 -1.97512 0.95571  -0.9322
C22 -0.55152 -2.97035 0.81083  0.5011
C23 -0.39316 -3.77483 2.09882  -1.2232
C24 -0.19607 -2.82207 3.27594  -0.1304
C25 -1.37850 -1.85950 3.36220  -1.3139
H14 -1.21770 -1.11445 4.14198  0.5440
H15 -2.30447 -2.40683 3.57123  0.4354
H16 -0.10493 -3.37636 4.21160  0.4314
H17 0.71388 -2.23792 3.12695  0.0710
H18 0.45893 -4.45106 2.01258  0.4922
H19 -1.28826 -4.38055 2.26797  0.4076
H20 -0.75059 -3.63040 -0.03470  0.5214
H21 0.36461 -2.41591 0.60624  -0.4956
H22 -1.75044 -1.31632 0.08597  0.2514
H23 -2.65711 -2.50747 1.04455  0.4919
H24 -0.34500 1.01290 -0.75627  0.4043
C26 -3.08093 0.84357 -3.38536  -0.9670
H25 -3.89440 1.06582 -4.08003  0.2642
H26 -3.46078 0.88255 -2.36775  0.4274
H27 -2.71182 -0.16382 -3.59251  0.3232
H28 -1.93346 1.38563 -5.61366  0.4738
H29 -0.74963 2.59582 -5.02356  0.3861
H30 0.79081 1.92292 -3.53804  0.2734
H31 0.99615 -1.77958 -3.57309  0.5216
H32 2.17644 -2.95815 -1.74228  0.4729
H33 2.90005 -3.38195 2.32956  0.2137
H34 3.87241 -2.39975 3.43795  0.3770
H35 4.64516 -3.26928 2.10215  0.4065

Values from the calculation:
Energy relative to the best compared isomer or geometry (same formula, charge and spin), eV: 1.2390
SMILES string: CCOc1ccc(NC(=O)CN(C)C(=O)c2ccc(C)c(S(=O)(=O)N3CCCCC3)c2)cc1OCC
Net charge: 0
Energy, a.u.: -2025.66185

***

This record from the OMol25 dataset describes a structure of composition C26H35N9PdS. The level of theory is wB97M-V/def2-TZVPD.

Each line ends with the Mulliken charge.
Cartesian coordinates (Å):
Pd1 0.80015 -0.12263 -0.42487  -0.2939
N1 0.83237 -3.89654 -2.83189  -0.0470
C1 -0.54004 -3.94308 -2.64346  0.4934
C2 -1.49427 -4.91792 -2.91337  -1.2372
C3 -2.79970 -4.60851 -2.58575  -0.3982
C4 -3.14564 -3.37217 -2.01176  -0.6133
C5 -2.18944 -2.41572 -1.74465  -0.1448
C6 -0.86896 -2.71541 -2.06685  -0.1268
N2 0.27170 -1.93954 -1.90341  0.7148
C7 1.24217 -2.67700 -2.36016  0.0912
C8 2.64139 -2.24501 -2.36198  -0.5799
C9 3.66773 -2.75097 -3.10217  -0.3795
S1 5.09704 -1.89260 -2.74976  -0.1785
C10 4.22287 -0.91767 -1.65193  -0.3423
N3 2.96089 -1.19709 -1.53725  0.1148
H1 1.42814 -4.63834 -3.15040  0.2317
H2 -1.23739 -5.86979 -3.35638  0.4122
H3 -3.57684 -5.33656 -2.77349  0.3735
H4 -4.18216 -3.17681 -1.77742  0.4454
H5 -2.43796 -1.46327 -1.29473  0.3009
H6 3.64310 -3.53664 -3.83516  0.3953
H7 4.70178 -0.12709 -1.09832  0.4485
C11 2.44741 -1.90674 3.20373  -1.2004
N4 1.14285 -1.38429 2.84230  0.1057
C12 0.48404 -2.14537 1.79158  -0.5907
C13 0.92395 -0.02798 2.81465  0.6735
N5 0.13772 0.45889 1.91267  0.1674
C14 -0.44906 1.71416 2.08411  -0.4595
C15 -0.97551 2.14061 3.30160  -0.3269
C16 -1.60600 3.36935 3.42935  -0.6794
C17 -1.71363 4.20113 2.32346  -0.8901
C18 -1.22161 3.77319 1.09898  -0.0888
C19 -0.62043 2.52645 0.95322  -0.6967
N6 -0.12589 2.09176 -0.28339  -0.5193
C20 -0.89713 2.11821 -1.32264  1.0805
N7 -0.32930 2.14395 -2.58122  0.0983
C21 1.12760 2.10817 -2.58139  -0.5324
C22 -0.88159 1.23853 -3.57834  -0.9931
N8 -2.28071 2.07593 -1.29449  0.7320
C23 -2.96423 1.32781 -0.26658  -1.1572
C24 -3.08734 2.95946 -2.09487  -1.3235
N9 1.61466 0.71900 3.75535  0.3715
C25 1.63887 0.35132 5.14840  -1.2931
C26 2.06160 2.05442 3.44029  -0.9598
H8 2.90622 -2.37934 2.32903  0.3753
H9 2.37535 -2.65252 3.99955  0.2618
H10 3.10238 -1.10546 3.53433  0.4322
H11 0.66624 -3.20672 1.95411  0.4083
H12 0.91486 -1.78533 0.83399  -0.0796
H13 -0.58481 -1.94617 1.77820  0.3048
H14 -0.89177 1.48184 4.15842  0.4653
H15 -2.00821 3.67113 4.38742  0.4198
H16 -2.18128 5.17292 2.40826  0.3982
H17 -1.30148 4.40942 0.22521  0.4709
H18 1.53929 2.97641 -2.07235  0.2567
H19 1.46606 2.09120 -3.61617  0.3134
H20 1.43937 1.20288 -2.02553  0.0784
H21 -1.96196 1.17480 -3.49351  0.2895
H22 -0.46045 0.23250 -3.44272  0.1244
H23 -0.63017 1.60232 -4.57507  0.3618
H24 -2.27908 0.60681 0.17924  0.1364
H25 -3.79475 0.77758 -0.72243  0.4040
H26 -3.36242 1.96433 0.53261  0.2755
H27 -2.45559 3.49673 -2.79984  0.4183
H28 -3.60690 3.68918 -1.46216  0.3098
H29 -3.84257 2.40476 -2.66227  0.3667
H30 1.15146 -0.61136 5.28901  0.3773
H31 1.10864 1.09907 5.75010  0.3663
H32 2.66207 0.27373 5.53279  0.3468
H33 2.02571 2.21224 2.36405  0.2436
H34 3.09678 2.17667 3.77442  0.3638
H35 1.44382 2.82276 3.91972  0.3119

Values from the calculation:
Net charge: 0
Energy, a.u.: -2030.58455

***

This record from the OMol25 dataset describes a cluster of 4 separate species, C26H36BClN2OPS in total at a distorted geometry. The level of theory is wB97M-V/def2-TZVPD.

Each line ends with the Mulliken charge.
Cartesian coordinates (Å):
C1 3.84205 -1.63976 -1.64578  -1.0964
B1 2.48136 -1.42381 -2.39649  0.4310
O1 1.68767 -2.51313 -2.58978  -0.5178
C2 1.98145 -0.01781 -2.97024  -0.2444
C3 3.10863 0.93858 -3.38776  -1.4894
N1 3.13305 2.16734 -2.53495  0.3447
P1 4.65174 3.14108 -2.77138  0.2441
S1 4.11241 4.92564 -3.25886  -0.2520
C4 3.01412 1.85685 -1.08321  -1.6689
C5 1.64994 1.24829 -0.75417  0.8176
Cl1 1.76241 0.06721 0.54553  -0.1489
C6 0.99744 0.71457 -2.01771  -0.8935
C7 -0.27309 -0.08764 -1.75247  -0.4664
C8 -1.40596 0.88303 -1.72918  -0.4803
N2 -1.66000 1.49080 -0.68792  -0.4724
H1 4.67572 -1.40366 -2.29368  0.3808
H2 3.93315 -1.04541 -0.74927  0.2995
H3 3.97614 -2.66630 -1.35993  0.3505
H4 1.43458 -2.53897 -3.51626  0.3293
H5 1.41640 -0.23076 -3.86357  0.5925
H6 4.07582 0.47896 -3.44215  0.4254
H7 2.89510 1.29068 -4.38291  0.4915
H8 2.39984 2.81809 -2.81025  0.5010
H9 5.38489 2.56774 -3.82044  0.1676
H10 5.35962 3.15945 -1.56123  0.1651
H11 3.13857 2.78324 -0.54571  0.5430
H12 3.78292 1.18685 -0.74176  0.4715
H13 1.02805 2.04505 -0.39679  0.2469
H14 0.68457 1.59000 -2.57577  0.4150
H15 -0.47707 -0.79746 -2.52811  0.5458
H16 -0.28979 -0.56791 -0.79074  0.0228
H17 -1.99661 1.08384 -2.61470  0.4356
H18 -2.44626 2.11691 -0.82926  0.2273
C9 0.24155 5.25817 -0.75668  0.0608
C10 -0.72349 5.95462 -0.04511  -0.5871
C11 -0.54595 7.30371 0.22070  -0.4334
C12 0.59143 7.95793 -0.23146  -0.4412
C13 1.55515 7.26225 -0.94534  -0.4135
C14 1.38254 5.91157 -1.20521  0.4193
H19 0.10153 4.20089 -0.96161  0.1923
H20 -1.61314 5.44681 0.30279  0.3777
H21 -1.29482 7.84676 0.78053  0.3785
H22 0.72590 9.01111 -0.02660  0.3762
H23 2.44139 7.77320 -1.29876  0.3905
H24 2.13928 5.36710 -1.75864  -0.3791
C15 -3.60233 -2.10401 2.79480  -0.5448
C16 -2.36225 -2.54106 3.23853  -0.5647
C17 -1.20490 -2.03208 2.66959  -0.5415
C18 -1.28717 -1.08014 1.66237  0.6031
C19 -2.52655 -0.64088 1.22125  -0.1748
C20 -3.68452 -1.15608 1.78548  -0.5654
H25 -4.50568 -2.50220 3.23678  0.4847
H26 -2.29822 -3.27837 4.02754  0.6281
H27 -0.23735 -2.37741 3.01214  0.3971
H28 -0.38334 -0.68242 1.22357  -0.1516
H29 -2.58939 0.10611 0.43620  0.3600
H30 -4.65184 -0.81725 1.43925  0.4042
C21 -2.31056 -7.33739 3.75318  -0.3661
C22 -2.79619 -6.14954 3.22645  -0.3713
C23 -4.13011 -5.80858 3.39803  -0.2390
C24 -4.97547 -6.65170 4.10416  -0.5195
C25 -4.48858 -7.83746 4.63376  -0.3538
C26 -3.15733 -8.18233 4.45516  -0.4125
H31 -1.27111 -7.60518 3.61663  0.3659
H32 -2.13447 -5.48914 2.68086  0.4396
H33 -4.51062 -4.88567 2.98170  0.3689
H34 -6.01473 -6.38425 4.24176  0.3671
H35 -5.14780 -8.49387 5.18566  0.3683
H36 -2.77920 -9.10978 4.86400  0.3591

Values from the calculation:
Net charge: +1
Energy, a.u.: -2421.40898

***

no.,HOMO-LUMO gap (Ha),LUMO (eV)
1,0.2919,0.471
2,0.2143,0.380
3,0.2666,-3.274